[1]
{"formula": "C7H16Cl10N2O4", "method": "the ωB97M-V functional and the def2-TZVPD basis", "elements": ["C", "N", "O", "O", "H", "H", "H", "C", "N", "O", "O", "H", "H", "H", "C", "Cl", "Cl", "H", "H", "C", "Cl", "Cl", "H", "H", "C", "Cl", "Cl", "H", "H", "C", "Cl", "Cl", "H", "H", "C", "Cl", "Cl", "H", "H"], "positions_angstrom": [[-36.97640, -1.29510, 0.90633], [-35.60300, -0.81634, 1.39465], [-34.64783, -1.53540, 1.15537], [-35.62716, 0.26770, 1.93804], [-37.53163, -0.46942, 0.46128], [-37.46806, -1.70610, 1.78806], [-36.80621, -2.00271, 0.09489], [-30.06376, -1.54393, -4.19883], [-30.60272, -0.57383, -5.17408], [-29.97517, 0.36929, -5.53315], [-31.73042, -0.73650, -5.60730], [-30.19108, -2.55426, -4.58756], [-30.60401, -1.28028, -3.28959], [-28.99841, -1.32294, -4.13328], [-35.91750, -11.14855, 3.66798], [-35.51589, -12.75850, 4.27181], [-34.95388, -9.94475, 4.56803], [-35.75773, -11.17688, 2.59012], [-36.94025, -10.81368, 3.84100], [-37.58214, -8.62906, -3.54154], [-36.24060, -8.20287, -2.42500], [-38.44780, -7.13109, -3.83742], [-37.22900, -8.95461, -4.52001], [-38.23931, -9.35596, -3.06422], [-29.40908, -6.27167, 1.59422], [-28.76816, -6.81885, 0.03467], [-28.62563, -7.15362, 2.89219], [-29.28681, -5.18904, 1.62689], [-30.42743, -6.64131, 1.71433], [-23.99631, 0.63358, 1.64489], [-23.71564, 2.24275, 1.08268], [-25.62448, 0.08772, 1.33358], [-23.23261, -0.03945, 1.25516], [-23.94836, 0.61136, 2.73361], [-24.23349, -9.88216, -4.69086], [-24.39010, -10.76762, -6.21696], [-22.56965, -9.70204, -4.14749], [-24.52559, -8.88664, -5.02510], [-24.80840, -10.34705, -3.88995]], "lowdin_charge": [0.048, -0.442, 0.057, 0.062, 0.090, 0.096, 0.088, 0.048, -0.479, 0.079, 0.045, 0.102, 0.108, 0.097, -1.023, 0.496, 0.475, 0.028, 0.024, -1.006, 0.460, 0.490, 0.027, 0.029, -1.034, 0.480, 0.504, 0.034, 0.017, -1.103, 0.536, 0.513, 0.035, 0.020, -1.038, 0.492, 0.503, 0.011, 0.032], "largest_force_ha_per_bohr": 0.0514, "total_charge": 0, "mol_weight_g_mol": 546.7, "energy_ha": -5288.45298, "homo_energy_ev": -10.808, "de_lowest_kj_mol": 157.6, "smiles": "C[N+](=O)[O-].C[N+](=O)[O-].ClCCl.ClCCl.ClCCl.ClCCl.ClCCl", "gap_ev": 10.89, "lumo_ev": 0.080}

***

[2]
{"formula": "C25H66O11S8", "method": "the ωB97M-V functional and the def2-TZVPD basis", "elements": ["C", "S", "O", "C", "H", "H", "H", "H", "H", "H", "C", "S", "O", "C", "H", "H", "H", "H", "H", "H", "C", "S", "O", "C", "H", "H", "H", "H", "H", "H", "C", "S", "O", "C", "H", "H", "H", "H", "H", "H", "C", "S", "O", "C", "H", "H", "H", "H", "H", "H", "C", "S", "O", "C", "H", "H", "H", "H", "H", "H", "C", "S", "O", "C", "H", "H", "H", "H", "H", "H", "C", "S", "O", "C", "H", "H", "H", "H", "H", "H", "C", "C", "O", "C", "H", "H", "H", "H", "H", "H", "C", "C", "O", "C", "H", "H", "H", "H", "H", "H", "C", "C", "O", "C", "H", "H", "H", "H", "H", "H"], "positions_angstrom": [[4.49597, 2.09692, -4.23393], [3.12036, 2.87676, -3.11613], [1.86312, 2.61156, -3.85749], [3.23994, 1.62356, -1.83465], [4.71279, 2.80686, -4.99998], [3.99730, 1.25028, -4.71465], [5.38641, 1.73647, -3.69202], [2.37747, 1.81434, -1.12208], [4.16427, 1.78183, -1.15743], [3.27305, 0.65284, -2.32044], [1.16518, 0.29653, -6.31401], [0.72170, -0.70281, -4.85323], [1.83167, -0.71706, -3.89507], [-0.44838, 0.51247, -4.18904], [0.24725, 0.44250, -6.84670], [1.89306, -0.31790, -6.85786], [1.52479, 1.25100, -5.91577], [-0.90224, 0.12560, -3.25970], [-1.28278, 0.71207, -4.90683], [0.11820, 1.35970, -3.88631], [0.15426, 1.95843, 5.58681], [-1.25416, 0.93254, 5.13371], [-2.27795, 1.25058, 6.20127], [-1.75859, 1.85955, 3.63516], [0.90332, 1.87621, 4.85420], [0.55341, 1.38322, 6.48497], [-0.11051, 2.97126, 5.85005], [-2.21970, 2.74350, 4.05458], [-2.49522, 1.30235, 3.06643], [-0.86480, 2.05590, 2.99707], [-4.09044, -3.32061, 1.14491], [-5.61787, -3.42296, 0.21185], [-6.71529, -3.22476, 1.18168], [-5.42220, -1.77771, -0.61888], [-4.02789, -2.43646, 1.78229], [-3.31779, -3.25327, 0.35593], [-3.92667, -4.21058, 1.73080], [-6.28833, -1.63495, -1.20654], [-4.49109, -1.77340, -1.28605], [-5.34772, -0.96986, 0.10896], [2.94707, -2.09794, 3.23282], [1.44728, -1.46599, 3.95427], [1.10428, -0.39619, 2.95662], [0.43231, -2.89947, 3.41474], [3.72924, -1.39309, 3.47757], [2.79401, -2.17484, 2.14094], [3.18936, -3.10281, 3.55459], [-0.52422, -2.87950, 3.85775], [1.00152, -3.80620, 3.69684], [0.37897, -2.72266, 2.35369], [1.86774, 5.04505, 0.83299], [0.72382, 3.72234, 1.17387], [0.64904, 3.00014, -0.12762], [1.96675, 2.71744, 2.05486], [1.30775, 5.75797, 0.20356], [2.65636, 4.60673, 0.19503], [2.24503, 5.48494, 1.73319], [1.60173, 1.67895, 2.11659], [2.28235, 3.20871, 2.95585], [2.74402, 2.60478, 1.31764], [-3.37206, 2.88656, -1.33205], [-3.26617, 3.90309, 0.14821], [-3.34126, 2.92687, 1.26198], [-4.79611, 4.79304, 0.01769], [-3.13398, 3.41962, -2.27020], [-4.37913, 2.40389, -1.34031], [-2.54364, 2.21759, -1.22112], [-4.71677, 5.57777, -0.73059], [-4.99683, 5.17369, 0.99730], [-5.50517, 4.05097, -0.27504], [-1.18225, 0.34294, 0.55380], [-1.01834, -1.21593, -0.20551], [-1.79454, -1.22467, -1.50071], [0.75715, -1.02685, -0.56452], [-2.22857, 0.68707, 0.46740], [-0.61453, 1.22431, 0.10321], [-0.85637, 0.25080, 1.57552], [1.09071, -1.92263, -1.10484], [1.22560, -1.06842, 0.45040], [0.90452, -0.13789, -1.12190], [-4.65136, -1.08525, 6.21767], [-4.36738, -1.03362, 4.74561], [-3.25958, -1.30117, 4.33529], [-5.48005, -0.58297, 3.70293], [-3.73049, -0.73854, 6.66862], [-4.82334, -2.09763, 6.57352], [-5.42163, -0.40679, 6.49037], [-5.00558, -0.19147, 2.79386], [-6.14013, 0.22214, 4.07878], [-6.15533, -1.36915, 3.28841], [-0.50929, -3.55364, -3.08804], [0.64607, -4.11011, -2.28374], [0.61919, -4.16611, -1.05674], [1.78795, -4.58741, -3.14401], [-0.37114, -3.74292, -4.17191], [-0.57373, -2.47324, -2.94944], [-1.47166, -4.03044, -2.73233], [1.58637, -5.58829, -3.50654], [2.79727, -4.71645, -2.76151], [1.88473, -3.95048, -4.02551], [6.27526, -1.70529, -1.70939], [6.75928, -0.72128, -2.68614], [6.68887, 0.47009, -2.45755], [7.58556, -1.22582, -3.84480], [6.79601, -2.66768, -1.71914], [5.26938, -1.96298, -1.96048], [6.20018, -1.27135, -0.68908], [7.27566, -0.81452, -4.75662], [7.51286, -2.31281, -3.95735], [8.61544, -0.95749, -3.69507]], "lowdin_charge": [-0.191, 0.835, -0.579, -0.292, 0.021, 0.037, 0.022, 0.026, 0.085, 0.025, -0.244, 0.790, -0.558, -0.241, 0.037, 0.051, 0.037, 0.026, 0.075, 0.006, -0.262, 0.808, -0.556, -0.241, -0.001, 0.074, 0.056, 0.055, 0.025, 0.031, -0.270, 0.814, -0.573, -0.241, 0.041, 0.039, 0.047, 0.018, 0.065, 0.044, -0.273, 0.843, -0.598, -0.198, 0.047, 0.064, 0.050, 0.030, 0.065, 0.037, -0.263, 0.818, -0.573, -0.233, 0.062, 0.062, 0.047, 0.030, 0.051, 0.036, -0.240, 0.793, -0.545, -0.260, 0.069, 0.074, 0.014, 0.061, 0.047, 0.037, -0.297, 0.828, -0.568, -0.214, 0.046, 0.059, 0.014, 0.029, 0.049, 0.025, -0.017, -0.448, 0.010, -0.008, 0.062, 0.090, 0.068, 0.058, 0.075, 0.076, -0.038, -0.478, 0.026, -0.026, 0.078, 0.032, 0.113, 0.086, 0.076, 0.073, -0.022, -0.491, 0.040, -0.006, 0.087, 0.078, 0.103, 0.063, 0.082, 0.089], "largest_force_ha_per_bohr": 0.0548, "total_charge": 0, "mol_weight_g_mol": 799.3, "energy_ha": -5004.98112, "homo_energy_ev": -8.372, "gap_ev": 8.64, "lumo_ev": 0.272}

***

[3]
{"formula": "C21H25IrN3O2Se4", "method": "the ωB97M-V functional and the def2-TZVPD basis", "elements": ["Ir", "C", "N", "C", "C", "C", "N", "C", "C", "C", "C", "C", "C", "C", "O", "C", "C", "C", "N", "C", "C", "C", "C", "C", "C", "C", "O", "H", "H", "H", "H", "H", "H", "H", "H", "H", "H", "H", "H", "H", "H", "H", "H", "H", "H", "H", "H", "H", "H", "H", "H", "H", "Se", "Se", "Se", "Se"], "positions_angstrom": [[-0.18011, -0.00757, 0.27656], [-0.33368, 1.00948, -2.56444], [0.18002, 1.50607, -1.26662], [1.65524, 1.71441, -1.38840], [2.30207, 2.05610, -0.03868], [2.91622, 0.83939, 0.60488], [1.95495, -0.25680, 0.51746], [2.41425, -1.43771, 0.70516], [1.79748, -2.65787, 0.30636], [2.40471, -3.87123, 0.67419], [1.97848, -5.06806, 0.16035], [0.94742, -5.05262, -0.79174], [0.35531, -3.87632, -1.18933], [0.73608, -2.63994, -0.62529], [0.12805, -1.54278, -1.02245], [-0.37847, 2.87176, -1.01603], [-1.57890, 2.97539, -0.09571], [-1.18226, 2.78087, 1.36017], [-0.98997, 1.35956, 1.68426], [-1.65769, 0.92865, 2.69675], [-1.87903, -0.41633, 3.14100], [-2.90397, -0.62672, 4.07321], [-3.26348, -1.89844, 4.45453], [-2.58156, -2.98360, 3.89748], [-1.55844, -2.80166, 2.98960], [-1.17808, -1.51152, 2.59554], [-0.14190, -1.34030, 1.80219], [-0.03726, 1.68524, -3.37451], [-1.41823, 0.94701, -2.51931], [0.05957, 0.01165, -2.74108], [1.80474, 2.53378, -2.09917], [2.09359, 0.81673, -1.82444], [1.53906, 2.44120, 0.63590], [3.05395, 2.83806, -0.15481], [3.23429, 1.02773, 1.63271], [3.80025, 0.55729, 0.02573], [3.43552, -1.53126, 1.08577], [3.23150, -3.84254, 1.37730], [2.44116, -5.99892, 0.45928], [0.60900, -5.98611, -1.22681], [-0.43422, -3.86360, -1.92497], [-0.54613, 3.35238, -1.98267], [0.40154, 3.45265, -0.52811], [-2.37697, 2.28090, -0.35768], [-1.97952, 3.98534, -0.21439], [-1.95730, 3.18549, 2.01175], [-0.26016, 3.33523, 1.56139], [-2.20141, 1.67624, 3.27646], [-3.43262, 0.22978, 4.47963], [-4.06468, -2.05674, 5.16304], [-2.86100, -3.99122, 4.18273], [-1.02796, -3.64294, 2.56083], [-2.63726, -0.25038, -0.11920], [-3.05006, -2.13651, -1.37774], [-3.34040, -1.32319, -3.56455], [-1.59435, -2.00124, -4.78767]], "lowdin_charge": [1.162, -0.105, -0.315, -0.178, -0.174, -0.205, -0.088, -0.087, -0.170, -0.047, -0.101, -0.073, -0.013, -0.337, -0.298, -0.190, -0.188, -0.203, -0.155, -0.131, -0.195, -0.044, -0.095, -0.070, 0.002, -0.375, -0.229, 0.100, 0.042, 0.062, 0.126, 0.129, 0.081, 0.121, 0.127, 0.123, 0.142, 0.112, 0.096, 0.104, 0.082, 0.129, 0.103, 0.031, 0.123, 0.114, 0.115, 0.129, 0.112, 0.097, 0.105, 0.120, 0.253, 0.040, -0.062, 0.045], "largest_force_ha_per_bohr": 0.0183, "total_charge": 0, "multiplicity": 2, "mol_weight_g_mol": 859.5, "energy_ha": -10840.08408, "homo_energy_ev": [-7.211, -7.184], "de_lowest_kj_mol": 0.0, "gap_ev": [7.35, 5.74], "lumo_ev": [0.135, -1.442]}

***

[4]
{"formula": "C18H19NO5", "method": "the ωB97M-V functional and the def2-TZVPD basis", "elements": ["C", "H", "H", "H", "C", "N", "C", "O", "C", "C", "C", "C", "C", "C", "H", "H", "H", "O", "C", "C", "C", "C", "C", "C", "O", "O", "C", "H", "H", "H", "O", "H", "H", "H", "H", "C", "C", "H", "H", "H", "H", "H", "H"], "positions_angstrom": [[5.59125, -3.03084, -0.01237], [5.20521, -3.52030, -0.90271], [6.47141, -3.56951, 0.32761], [5.88597, -2.01593, -0.27196], [4.52711, -3.03435, 1.08147], [3.32308, -2.34538, 0.66579], [2.22832, -3.06537, 0.31731], [2.21871, -4.28460, 0.32287], [1.03140, -2.26975, -0.07815], [1.15379, -0.93241, -0.45182], [0.01586, -0.23352, -0.84679], [-1.21836, -0.87312, -0.88769], [-1.32753, -2.20238, -0.51854], [-0.20693, -2.89905, -0.10799], [-0.26166, -3.93730, 0.18141], [-2.28868, -2.69179, -0.55630], [-2.08349, -0.32363, -1.22582], [0.12431, 1.09318, -1.23737], [-0.14006, 2.04331, -0.21546], [-1.54060, 1.98879, 0.30429], [-2.10192, 1.20982, 1.28523], [-3.46645, 1.54900, 1.32153], [-3.64378, 2.51360, 0.35737], [-4.86619, 3.22315, -0.02624], [-5.94322, 3.03035, 0.48400], [-4.64707, 4.10871, -1.00591], [-5.78243, 4.84176, -1.43936], [-6.19697, 5.42301, -0.61295], [-6.55344, 4.16330, -1.81049], [-5.43442, 5.49769, -2.23289], [-2.47023, 2.77428, -0.25650], [-4.22752, 1.15101, 1.95985], [-1.59866, 0.48737, 1.89476], [0.03748, 3.01342, -0.68516], [0.55437, 1.90120, 0.62541], [2.52391, -0.32292, -0.44115], [3.29768, -0.90052, 0.73736], [4.32689, -0.53621, 0.73247], [2.82701, -0.58232, 1.68060], [2.47427, 0.76370, -0.37909], [3.03234, -0.58050, -1.37548], [4.91006, -2.56137, 1.99157], [4.23917, -4.06357, 1.30731]], "lowdin_charge": [-0.070, 0.079, 0.072, 0.064, -0.204, -0.064, -0.401, 0.063, -0.071, -0.092, -0.221, -0.003, -0.055, -0.006, 0.118, 0.107, 0.126, -0.047, -0.098, -0.239, -0.002, 0.036, -0.164, -0.448, 0.122, -0.019, -0.044, 0.099, 0.099, 0.094, 0.125, 0.122, 0.122, 0.143, 0.136, -0.088, -0.140, 0.122, 0.136, 0.116, 0.138, 0.122, 0.116], "largest_force_ha_per_bohr": 0.0207, "total_charge": 0, "mol_weight_g_mol": 329.4, "energy_ha": -1128.27701, "homo_energy_ev": -9.071, "de_lowest_kj_mol": 100.3, "smiles": "CCN1CCc2c(OCc3ccc(C(=O)OC)o3)cccc2C1=O", "gap_ev": 9.59, "lumo_ev": 0.519}

***

[5]
{"formula": "C16H27BeF3N2O14", "method": "the ωB97M-V functional and the def2-TZVPD basis", "elements": ["Be", "N", "O", "O", "O", "N", "O", "O", "O", "C", "O", "C", "C", "O", "C", "H", "H", "H", "H", "H", "H", "H", "H", "H", "H", "O", "C", "O", "C", "C", "C", "H", "H", "H", "H", "H", "H", "O", "C", "O", "C", "C", "C", "H", "H", "H", "H", "H", "H", "C", "C", "O", "C", "O", "C", "F", "F", "F", "H", "H", "H", "H", "H"], "positions_angstrom": [[-9.17329, 15.78837, 34.38206], [-9.64438, 16.18934, 31.54530], [-9.96913, 16.40453, 30.38321], [-8.87016, 16.94637, 32.18014], [-10.11957, 15.23832, 32.22896], [-8.51488, 16.44512, 37.36603], [-9.66705, 16.57857, 36.91210], [-8.15560, 16.93692, 38.42836], [-7.73573, 15.75761, 36.66900], [-7.60497, 13.13818, 33.13668], [-7.29756, 14.36265, 33.77164], [-6.46168, 15.18831, 32.94586], [-5.96687, 16.44908, 33.62427], [-7.06717, 17.04079, 34.26215], [-6.77105, 18.18514, 35.04527], [-7.81868, 12.42441, 33.93135], [-6.70166, 12.79457, 32.62842], [-8.45642, 13.31320, 32.47600], [-7.03666, 15.44650, 32.05072], [-5.58885, 14.73093, 32.46982], [-5.44513, 17.18683, 33.01016], [-5.21839, 16.17928, 34.37840], [-6.20398, 17.96623, 35.95376], [-7.66633, 18.67102, 35.42946], [-6.22051, 18.93704, 34.47561], [-11.66720, 15.58408, 34.84022], [-12.59709, 16.16433, 35.34956], [-13.73818, 16.33754, 34.72626], [-14.68222, 17.05448, 35.51786], [-14.08166, 17.17822, 36.92003], [-12.64021, 16.72743, 36.74542], [-15.66760, 16.59288, 35.51032], [-14.83084, 18.07872, 35.17110], [-14.59250, 16.54155, 37.64235], [-14.18375, 18.20720, 37.26112], [-12.35112, 15.93049, 37.42911], [-11.95343, 17.55070, 36.93346], [-10.14998, 18.11683, 34.48314], [-10.51775, 19.24989, 34.56796], [-9.63608, 20.24840, 34.37653], [-10.18120, 21.57301, 34.33148], [-11.65745, 21.31433, 34.50239], [-11.88626, 19.84810, 34.90461], [-10.02674, 22.13716, 33.41349], [-9.68636, 22.07735, 35.16108], [-12.19319, 21.64429, 33.61184], [-12.08264, 21.96090, 35.27273], [-12.62743, 19.27363, 34.34889], [-12.18754, 19.80846, 35.95032], [-7.41553, 12.09395, 37.60522], [-8.91988, 12.50836, 37.55362], [-9.67039, 11.78256, 36.56021], [-9.94634, 12.31141, 35.35478], [-9.55947, 13.40442, 35.05658], [-10.74596, 11.40009, 34.41750], [-11.61045, 12.20683, 33.80654], [-9.92508, 10.87206, 33.50402], [-11.42297, 10.43828, 35.02293], [-7.31015, 11.07482, 37.97662], [-6.87418, 12.78094, 38.25351], [-6.97192, 12.14999, 36.61137], [-8.84386, 13.59597, 37.50459], [-9.37902, 12.35559, 38.52851]], "lowdin_charge": [0.965, -0.564, 0.044, -0.047, -0.041, -0.600, -0.051, 0.021, -0.054, -0.080, -0.192, -0.184, -0.178, -0.233, -0.076, 0.077, 0.102, 0.097, 0.117, 0.131, 0.138, 0.135, 0.096, 0.079, 0.098, 0.088, -0.481, 0.077, -0.143, -0.143, -0.075, 0.126, 0.114, 0.113, 0.109, 0.133, 0.109, 0.109, -0.433, 0.031, -0.133, -0.154, -0.038, 0.127, 0.129, 0.116, 0.113, 0.124, 0.120, -0.042, -0.173, 0.048, -0.343, 0.118, -0.552, 0.186, 0.178, 0.193, 0.070, 0.082, 0.072, 0.099, 0.123], "largest_force_ha_per_bohr": 0.0603, "total_charge": 0, "mol_weight_g_mol": 537.4, "energy_ha": -2102.78739, "homo_energy_ev": -8.906, "gap_ev": 8.84, "lumo_ev": -0.065}